[1]
C42H40BF5N2O5 | ωB97M-V/def2-TZVPD

```
95
Properties=species:S:1:pos:R:3:mulliken_charge:R:1
C -6.122 -2.020 2.067 -1.411
C -4.695 -1.861 2.266 0.747
C -3.809 -2.832 2.659 -0.938
C -2.565 -2.186 2.827 -0.278
C -2.727 -0.838 2.526 0.046
B -1.781 0.678 -2.148 0.848
C -1.775 0.185 2.655 0.433
C -1.880 1.564 2.813 -0.040
C -0.618 2.037 3.245 -0.846
C 0.222 0.949 3.334 0.560
C 1.620 0.819 3.715 -1.261
O -0.456 -0.186 2.956 -0.409
C -1.796 -0.889 -1.958 0.569
C -2.732 -1.780 -1.464 -0.379
C -2.089 -3.044 -1.322 -1.385
C -0.787 -2.862 -1.732 0.722
C 0.366 -3.737 -1.644 -1.242
O -0.612 -1.579 -2.190 -0.406
C -3.302 0.803 -2.300 0.335
C -4.199 0.800 -3.341 -1.197
C -5.512 0.830 -2.761 -0.963
C -5.352 0.875 -1.396 0.487
C -6.221 1.090 -0.274 -0.685
O -4.014 0.756 -1.103 0.486
O -4.061 -0.641 2.128 -0.270
H -6.582 -2.146 3.061 0.302
H -6.592 -1.194 1.537 0.300
H -6.335 -2.952 1.520 0.324
H -4.008 -3.894 2.788 0.476
H -1.643 -2.643 3.197 0.549
H -2.792 2.136 2.682 0.632
H -0.361 3.066 3.484 0.501
H 2.070 1.822 3.675 0.374
H 1.692 0.465 4.755 0.387
H 2.181 0.135 3.058 0.018
H -3.792 -1.646 -1.265 0.475
H -2.545 -3.953 -0.940 0.450
H 0.044 -4.750 -1.928 0.557
H 1.180 -3.374 -2.287 0.272
H 0.715 -3.800 -0.595 0.101
H -3.920 0.788 -4.397 0.451
H -6.442 0.832 -3.318 0.505
H -7.256 1.182 -0.619 0.417
H -6.153 0.248 0.424 -0.374
H -5.945 2.021 0.247 0.172
C 4.814 1.683 -2.698 -0.988
N 3.862 0.809 -2.047 0.352
C 4.223 -0.471 -1.733 -0.345
O 5.198 -1.076 -2.193 -0.688
C 3.147 -1.066 -0.824 0.348
C 3.672 -1.375 0.570 -0.374
C 4.790 -2.361 0.481 -0.309
C 6.101 -2.013 0.803 0.320
F 6.359 -0.751 1.243 -0.353
C 7.165 -2.893 0.626 0.196
F 8.426 -2.513 0.918 -0.292
C 6.920 -4.169 0.114 0.702
F 7.939 -5.025 -0.088 -0.285
C 5.614 -4.556 -0.194 0.044
F 5.371 -5.784 -0.698 -0.294
C 4.576 -3.652 0.002 0.136
F 3.311 -4.043 -0.331 -0.228
N 2.132 -0.009 -0.851 0.769
C 0.904 -0.276 -0.363 -0.674
C -0.070 0.647 0.036 -0.774
C -1.291 1.114 -0.436 0.185
C -1.507 2.571 -0.112 0.770
C -2.763 3.213 -0.161 -0.112
C -2.948 4.565 0.146 -0.885
C -1.867 5.366 0.530 -0.659
C -0.600 4.775 0.600 -1.243
C -0.432 3.416 0.316 0.262
C 2.716 1.298 -1.291 0.679
C 3.205 2.140 -0.101 -1.213
C 1.788 2.142 -2.169 -1.610
H 5.347 1.123 -3.470 0.363
H 4.270 2.510 -3.150 0.309
H 5.558 2.088 -1.995 0.340
H 2.762 -1.999 -1.275 0.146
H 4.035 -0.454 1.045 0.270
H 2.838 -1.775 1.167 0.510
H 0.732 -1.320 -0.092 0.740
H 0.202 1.137 0.971 0.506
H -1.109 1.106 -3.030 -0.341
H -3.631 2.643 -0.455 0.393
H -3.952 4.989 0.073 0.451
H -2.007 6.428 0.783 0.359
H 0.281 5.372 0.862 0.401
H 0.583 3.024 0.415 -0.153
H 4.003 1.629 0.452 0.347
H 3.611 3.090 -0.477 0.443
H 2.381 2.362 0.584 -0.014
H 1.437 1.559 -3.027 0.264
H 0.934 2.496 -1.585 0.217
H 2.346 3.016 -2.535 0.597
```

Summary:
E_HOMO: -6.589 eV
Kohn-Sham gap: 5.78 eV
energy: -71678.633 eV
ΔE to the lowest compared entry with this formula, charge and spin: 0.0 kcal per mole

---

[2]
C3NO2S | ωB97M-V/def2-TZVPD

```
7
Properties=species:S:1:pos:R:3:mulliken_charge:R:1
N -2.482 0.058 0.473 -0.436
C -1.331 0.190 0.522 0.366
C 0.048 0.145 0.538 -0.020
S 0.939 0.160 1.972 -0.174
C 0.791 -0.127 -0.889 0.569
O 0.044 -0.246 -1.819 -0.658
O 1.992 -0.180 -0.796 -0.646
```

Summary:
E_HOMO: -4.766 eV
SMILES string: N#CC(=S)C(=O)[O-]
Kohn-Sham gap: 6.97 eV
energy: -19531.883 eV
total charge: -1
ΔE to the lowest compared entry with this formula, charge and spin: 5.2 kcal per mole

---

[3]
CH2FNO | ωB97M-V/def2-TZVPD

```
6
Properties=species:S:1:pos:R:3:mulliken_charge:R:1
C -0.929 0.164 -0.223 -0.263
N 2.003 0.216 0.573 0.198
O 2.639 -0.728 0.803 -0.187
F -1.311 -1.124 -0.596 -0.210
H -1.273 0.508 0.719 0.280
H -1.129 0.964 -1.276 0.181
```

Summary:
E_HOMO (spin up / spin down): -9.185 / -8.787 eV
Kohn-Sham gap (spin up / spin down): 9.33 / 8.44 eV
energy: -7318.999 eV
ΔE to the lowest compared entry with this formula, charge and spin: 137.4 kcal per mole